(1)
# C26H27AlI2N3O3

A structure of composition C26H27AlI2N3O3 (ωB97M-V/def2-TZVPD, OMol25).

Each line ends with the natural charge from an NBO analysis.
Atoms and positions in Å:
Al: -0.53284 1.14834 -0.20568  1.95
O: -1.41178 1.32769 4.07240  -0.67
C: -0.24303 0.74120 4.39904  0.35
C: -0.10998 0.29988 5.71708  -0.28
C: 1.05041 -0.31935 6.13543  -0.18
C: 2.11012 -0.51183 5.24952  -0.27
C: 1.98710 -0.06974 3.94803  -0.15
C: 0.82455 0.56252 3.50204  -0.16
C: 0.73779 1.00789 2.09540  0.56
O: -0.45409 1.35707 1.62522  -0.88
N: 1.80826 1.03594 1.35326  -0.40
N: 1.41029 1.49578 0.09208  -0.43
C: 2.20095 2.25766 -0.55046  0.16
C: 1.76337 3.04487 -1.68446  -0.15
C: 2.69624 3.83212 -2.37478  -0.17
C: 2.29932 4.72882 -3.34023  -0.28
C: 0.93325 4.87377 -3.61056  -0.17
C: -0.00909 4.12578 -2.93776  -0.26
C: 0.38275 3.18701 -1.97209  0.39
O: -0.53242 2.45287 -1.38552  -0.87
H: -1.43042 1.45668 3.10784  0.52
H: -0.94671 0.44835 6.38941  0.22
H: 1.13069 -0.66532 7.16018  0.21
H: 3.01677 -1.00776 5.57455  0.21
H: 2.78862 -0.20825 3.23474  0.23
H: 3.21094 2.39792 -0.16663  0.19
H: 3.74978 3.72104 -2.13348  0.20
H: 3.03151 5.32478 -3.87042  0.21
H: 0.60761 5.58916 -4.35803  0.21
H: -1.06744 4.22465 -3.14270  0.23
I: -3.13184 0.50192 -0.70565  0.31
I: -5.69833 2.05461 -0.90628  -0.61
C: -1.17562 -0.12170 -3.86585  -0.60
C: -0.17139 -1.18903 -3.41280  -0.24
C: 1.18764 -0.56446 -3.07968  -0.59
C: -0.66055 -2.16072 -2.33522  0.06
C: -0.65959 -3.50105 -2.71874  -0.25
C: -0.98795 -4.51758 -1.83985  -0.24
C: -1.27804 -4.17979 -0.53198  -0.21
C: -1.29345 -2.85818 -0.08585  -0.02
C: -1.42639 -2.70794 1.43029  -0.23
C: -2.37966 -1.66222 2.00239  -0.60
C: -0.01577 -2.52522 2.00419  -0.59
C: -1.03165 -1.80420 -1.00167  0.12
N: -1.09951 -0.46925 -0.59647  -1.25
H: -0.89667 0.24946 -4.85850  0.19
H: -1.19647 0.73186 -3.19022  0.22
H: -2.18543 -0.52712 -3.92686  0.22
H: 0.00363 -1.82342 -4.28334  0.19
H: 1.11071 0.09912 -2.22395  0.20
H: 1.55919 0.02155 -3.92708  0.20
H: 1.92504 -1.33507 -2.83836  0.20
H: -0.37967 -3.74883 -3.73904  0.19
H: -0.99376 -5.55140 -2.16207  0.20
H: -1.49723 -4.96691 0.18191  0.19
H: -1.79801 -3.67291 1.77961  0.19
H: -2.04553 -0.65203 1.78035  0.22
H: -2.42250 -1.77477 3.09185  0.20
H: -3.38949 -1.78345 1.60762  0.21
H: 0.44481 -1.62790 1.58253  0.21
H: 0.62031 -3.37682 1.74990  0.20
H: -0.03936 -2.41609 3.09538  0.20

Properties
2S+1	1
net charge	-1
DFT total energy	-2235.0519	hartree
highest occupied orbital energy	-0.1652	Eh
gap between HOMO and LUMO	6.453	eV
LUMO	1.96	eV

(2)
# C2H4N2

A cluster of 2 separate species, C2H4N2 in total in a non-equilibrium geometry (ωB97M-V/def2-TZVPD, OMol25).

Each line ends with the natural charge from an NBO analysis.
Atoms and positions in Å:
C: 1.40630 -0.28687 -0.67586  0.35
C: -1.12335 0.63053 0.33593  -0.27
N: 2.32885 -0.36088 -1.37152  -0.37
N: 0.65545 -0.53203 0.40678  -0.69
H: -1.79338 -0.00633 0.96146  0.22
H: -0.72717 1.48937 0.72449  0.20
H: -1.04565 0.54342 -0.67599  0.20
H: 0.29896 -1.47721 0.29472  0.38

Properties
2S+1	1
relative energy (zero: lowest compared OMol25 entry of this formula, charge and spin)	78.33	kcal per mole
DFT total energy	-187.9935	hartree
highest occupied orbital energy (spin up / spin down)	-0.3534 / -0.3534	Eh
gap between HOMO and LUMO (spin up / spin down)	9.020 / 9.020	eV
LUMO (spin up / spin down)	-0.60 / -0.60	eV

(3)
# C2H3BrFNO

A cluster of 2 separate species, C2H3BrFNO in total in a non-equilibrium geometry (ωB97M-V/def2-TZVPD, OMol25).

Each line ends with the natural charge from an NBO analysis.
Atoms and positions in Å:
C: -0.42607 0.79861 -1.30403  0.65
C: 0.51803 0.03682 -0.60157  -0.80
N: -1.67626 -1.67833 -2.29650  -0.10
O: -0.70072 1.52055 -2.14275  -0.41
F: -0.45967 -2.06846 -2.85932  -0.27
Br: -1.96935 -2.47591 -0.61627  0.13
H: 0.72788 -0.80471 -1.30664  0.30
H: 0.03936 -0.30391 0.26501  0.26
H: 1.53857 0.54394 -0.20546  0.24

Properties
2S+1	1
relative energy (zero: lowest compared OMol25 entry of this formula, charge and spin)	153.24	kcal per mole
DFT total energy	-2881.6535	hartree
highest occupied orbital energy (spin up / spin down)	-0.2507 / -0.3523	Eh
gap between HOMO and LUMO (spin up / spin down)	5.445 / 9.697	eV
LUMO (spin up / spin down)	-1.38 / 0.11	eV